[1]
C13H15CaClN5O6 | the ωB97M-V functional and the def2-TZVPD basis

Output
multiplicity	1
total charge	+1
M	412.82	g mol⁻¹
LUMO	-0.159	Ha
DFT total energy	-64411.142	eV

The geometry in XYZ format:
```
41
Properties=species:S:1:pos:R:3:forces:R:3
Ca 0.009153 0.141781 0.278097 -0.4 0.3 0.1
C -0.835991 -0.734744 5.015189 0.0 0.0 0.0
O -1.393939 -1.637123 4.031885 -0.1 0.1 0.0
C -1.349762 -1.237943 2.783880 0.1 -0.1 -0.2
O -0.870521 -0.171733 2.401015 0.1 0.1 0.0
N -1.905744 -2.138571 1.937252 0.0 0.0 0.0
N -1.742256 -1.934791 0.554758 0.3 -0.1 0.1
H -1.072152 -1.182553 5.973194 0.0 0.0 0.0
H -1.293070 0.246491 4.921852 0.0 0.0 0.0
H 0.240272 -0.666922 4.876695 0.0 0.0 0.0
H -2.136714 -3.057382 2.285675 0.0 0.0 0.0
H -2.643245 -2.045762 0.103375 0.0 0.1 0.0
H -1.108989 -2.647570 0.187970 0.0 0.0 0.0
C 4.790106 3.706210 -0.088364 0.0 0.0 0.0
C 3.814283 4.696268 -0.168809 0.0 0.0 0.0
C 2.474640 4.364194 -0.131665 0.1 0.0 0.0
C 2.120780 3.019557 -0.010131 0.0 0.0 0.0
C 3.089522 2.025220 0.074843 0.0 0.1 0.0
C 4.430684 2.373408 0.033543 0.0 0.0 0.0
N 0.768108 2.582807 0.021960 -0.2 -0.2 0.0
N -0.087887 3.474324 -0.086680 0.1 -0.1 0.0
C -1.452139 3.067104 -0.094085 0.0 0.4 0.0
C -2.348296 4.120096 0.015689 -0.1 -0.2 -0.1
C -3.703260 3.834498 -0.028046 0.0 0.0 0.0
C -4.098174 2.516718 -0.194708 0.0 0.0 0.0
C -3.124876 1.536408 -0.292503 0.0 -0.1 0.0
N -1.816430 1.791971 -0.237797 0.2 0.0 0.1
H 5.835368 3.982602 -0.122180 0.0 0.0 0.0
H 4.107901 5.732870 -0.262919 0.0 0.0 0.0
H 1.712353 5.125465 -0.197023 0.0 0.0 0.0
H 2.808142 0.984091 0.174550 0.0 0.0 0.0
H 5.186183 1.602528 0.094678 0.0 0.0 0.0
H -1.965853 5.123907 0.122655 0.0 0.0 0.0
H -4.435272 4.626080 0.054588 0.0 0.0 0.0
H -5.140859 2.240259 -0.253231 0.0 0.0 0.0
H -3.404294 0.498357 -0.424041 0.0 0.0 0.0
O 1.908493 -1.134859 0.863913 0.0 -0.1 0.2
Cl 1.847410 -2.015079 -0.321742 -0.2 0.3 0.0
O 3.129421 -2.281096 -0.821026 0.2 -0.1 -0.1
O 1.053265 -1.220077 -1.287471 0.0 -0.1 -0.1
O 1.106337 -3.182512 0.014565 -0.1 -0.3 0.0
```
Positions in Å, forces in eV/Å.

=====

[2]
C13H15ClN2O5 | the ωB97M-V functional and the def2-TZVPD basis

Output
multiplicity	1
M	314.72	g mol⁻¹
LUMO	-0.030	Ha
DFT total energy	-39462.745	eV
structure (SMILES)	CC(C)CNC(=O)COC(=O)c1ccc([N+](=O)[O-])cc1Cl

The geometry in XYZ format:
```
36
Properties=species:S:1:pos:R:3:forces:R:3
C -7.035655 -0.159255 -0.210165 0.1 -0.2 0.3
C -6.053390 -1.020629 0.581932 0.2 0.1 -0.1
C -5.508296 -2.155583 -0.280245 -0.1 0.1 0.3
C -4.906482 -0.177129 1.159460 -0.3 -0.3 0.2
N -4.085100 0.430565 0.136040 -0.4 0.1 0.0
C -2.816617 0.055298 -0.092518 0.2 0.4 -0.5
O -2.217307 -0.787791 0.533846 0.1 -0.3 0.2
C -2.147817 0.808603 -1.260863 -0.1 0.0 0.3
O -0.771889 0.481959 -1.271837 0.0 -0.1 -0.4
C -0.063954 0.986997 -0.252809 0.1 0.3 0.2
O -0.469404 1.832559 0.497303 0.0 -0.2 -0.1
C 1.285410 0.350500 -0.187828 0.1 0.0 0.1
C 1.369010 -1.034171 -0.311803 0.1 0.2 0.0
C 2.586793 -1.676166 -0.205150 0.3 0.0 0.1
C 3.727481 -0.915974 0.023103 -1.2 0.6 -0.1
N 5.013031 -1.576583 0.130625 0.3 -0.2 0.0
O 5.983687 -0.883571 0.332711 0.3 0.2 0.1
O 5.032022 -2.780384 0.008574 0.1 -0.4 0.0
C 3.670559 0.464265 0.150363 0.1 -0.1 0.0
C 2.441845 1.098417 0.049941 -0.2 -0.5 -0.1
Cl 2.364742 2.805650 0.188419 0.2 0.3 0.0
H -7.897130 -0.751964 -0.507467 -0.1 0.0 -0.1
H -7.388616 0.676481 0.390236 -0.1 0.1 0.0
H -6.571512 0.230134 -1.114018 0.0 0.1 -0.2
H -6.584075 -1.452635 1.436687 0.0 0.0 0.0
H -4.801672 -2.757796 0.284687 0.1 -0.1 0.0
H -6.317952 -2.796843 -0.619534 -0.1 -0.1 -0.1
H -4.995179 -1.760353 -1.154431 0.1 0.0 -0.1
H -5.312041 0.609764 1.803085 0.1 -0.1 0.0
H -4.241533 -0.810556 1.750035 -0.1 0.1 0.0
H -4.506974 1.148298 -0.430345 0.2 0.0 0.0
H -2.549100 0.473118 -2.218728 0.0 0.0 0.1
H -2.284086 1.889142 -1.141210 0.0 -0.2 -0.1
H 0.461283 -1.594064 -0.472647 -0.1 0.0 0.0
H 2.671596 -2.748076 -0.294066 0.0 0.0 0.0
H 4.574996 1.026038 0.326772 0.0 0.0 0.0
```
Positions in Å, forces in eV/Å.

=====

[3]
C13H15F3N2O4S | the ωB97M-V functional and the def2-TZVPD basis

Output
multiplicity	1
M	352.33	g mol⁻¹
LUMO	0.008	Ha
DFT total energy	-43884.359	eV
structure (SMILES)	CSCC[C@H](NC(=O)Nc1ccc(OC(F)(F)F)cc1)C(=O)O

The geometry in XYZ format:
```
38
Properties=species:S:1:pos:R:3:forces:R:3
C -4.691472 0.049106 -4.397119 0.4 -0.1 0.2
S -2.893628 -0.021234 -4.607259 0.0 -0.2 -0.2
C -2.520525 -1.629156 -3.827997 -0.2 0.5 -0.1
C -2.582999 -1.595321 -2.305590 0.0 0.1 0.0
C -1.782207 -0.420467 -1.750678 -0.1 0.1 -0.1
N -1.189421 -0.741682 -0.459434 -0.2 -0.1 -0.1
C -0.136138 -0.013727 0.004410 -0.3 -0.4 0.2
O 0.331674 0.911161 -0.640819 0.4 0.3 -0.1
N 0.337755 -0.442710 1.216776 -0.3 -0.3 0.1
C 1.401850 0.065915 1.960800 0.4 0.3 0.2
C 2.185000 1.134613 1.530715 -0.1 0.0 -0.1
C 3.228084 1.587238 2.315891 0.1 -0.1 0.4
C 3.486926 0.978789 3.531909 0.0 0.0 0.0
O 4.538506 1.475723 4.345849 -1.2 0.3 -0.2
C 5.678822 0.829378 4.247492 1.6 -0.9 -0.2
F 6.590157 1.402305 5.024248 -0.1 0.3 0.2
F 6.186397 0.802882 3.000189 -0.2 0.2 -0.2
F 5.610775 -0.465308 4.620434 -0.3 -0.1 0.1
C 2.719675 -0.085520 3.975371 0.2 0.2 0.0
C 1.679567 -0.537004 3.187918 0.0 0.1 -0.2
C -2.673604 0.835079 -1.578934 0.3 -0.7 -0.2
O -3.868602 0.766024 -1.476670 -0.1 0.2 0.1
O -2.009760 1.971930 -1.480148 0.2 0.7 0.1
H -5.034783 0.888602 -4.992361 -0.1 0.0 -0.1
H -5.131388 -0.873567 -4.764521 -0.1 0.0 -0.1
H -4.930057 0.216826 -3.350749 -0.1 0.0 0.0
H -1.511138 -1.867405 -4.163470 0.0 -0.1 0.0
H -3.212336 -2.367498 -4.232520 0.1 -0.1 0.0
H -2.182721 -2.535916 -1.919719 0.0 0.0 0.1
H -3.619783 -1.494772 -1.974831 0.1 -0.1 0.0
H -0.955825 -0.167910 -2.426992 -0.2 -0.1 0.1
H -1.715334 -1.349186 0.147296 0.1 0.0 0.1
H -0.129150 -1.233253 1.638535 0.1 0.1 -0.2
H 1.977039 1.602453 0.583735 0.0 0.0 0.0
H 3.840863 2.411678 1.988613 0.1 0.1 0.0
H 2.935635 -0.552161 4.923290 0.0 0.0 0.1
H 1.078088 -1.367037 3.529170 -0.1 -0.1 0.0
H -1.035940 1.831133 -1.422832 -0.4 -0.2 0.0
```
Positions in Å, forces in eV/Å.

=====

[4]
C13H15F3N4O6S | the ωB97M-V functional and the def2-TZVPD basis

Output
multiplicity	1
M	412.35	g mol⁻¹
LUMO	-0.017	Ha
DFT total energy	-50947.966	eV
structure (SMILES)	C[N+]1([C@H]2C(S(=O)(=O)C(F)(F)F)=CC(=[N+]([O-])[O-])c3no[n+]([O-])c32)CCCCC1

The geometry in XYZ format:
```
42
Properties=species:S:1:pos:R:3:forces:R:3
C -1.966120 -0.458613 -1.540632 0.2 0.0 0.0
N -0.583703 -0.140122 -1.032383 0.5 -0.1 -1.8
C -0.663306 0.402423 0.380259 -1.1 0.0 2.7
C 0.060919 -0.405039 1.488486 -0.8 -0.6 0.0
S -0.566269 -1.989981 2.063541 0.9 1.0 -1.3
O 0.546675 -2.904954 2.185194 -0.8 0.4 0.3
O -1.708357 -2.303545 1.222399 0.2 0.0 0.6
C -1.273613 -1.861205 3.819283 -0.1 0.0 0.4
F -1.759652 -3.078204 4.131417 0.4 0.9 -0.2
F -0.325449 -1.517696 4.717118 -0.8 -0.3 -0.9
F -2.276391 -0.958408 3.875091 0.8 -0.6 -0.1
C 1.110576 0.103109 2.215962 0.7 1.3 -0.3
C 1.557519 1.442663 2.091439 0.6 -1.4 0.5
N 2.712218 1.833152 2.852548 1.3 0.3 1.0
O 3.194473 2.983079 2.755292 -1.3 -1.8 -0.2
O 3.217189 0.965870 3.606781 -0.7 1.2 -1.1
C 0.756235 2.341345 1.331436 1.1 2.9 1.2
N 0.690178 3.712626 1.472088 -0.5 -3.3 -0.8
O -0.433848 4.047160 0.774313 -1.0 -0.4 -1.1
N -1.065280 2.889089 0.188763 2.2 -0.6 1.6
O -2.130303 3.000700 -0.393619 0.3 -0.1 -0.1
C -0.237530 1.829425 0.503026 -2.3 1.5 -0.2
C -0.063006 0.972033 -2.026725 0.1 -0.2 0.2
C 0.331891 0.405801 -3.385122 -0.1 0.2 0.1
C 1.303417 -0.745136 -3.248601 0.0 -0.2 -0.2
C 0.615122 -1.867402 -2.494498 0.1 -0.1 0.2
C 0.228175 -1.448780 -1.080684 0.1 -0.1 -0.2
H -2.374526 -1.255969 -0.917153 -0.1 0.2 -0.1
H -2.544122 0.466382 -1.467373 -0.1 -0.3 0.0
H -1.872067 -0.781799 -2.590619 -0.2 0.1 0.6
H -1.738094 0.385120 0.694648 0.5 -0.1 -0.9
H 1.643779 -0.546475 2.910631 -0.2 0.3 0.0
H -0.899485 1.682927 -2.160159 0.4 -0.3 0.4
H 0.782577 1.512002 -1.564670 -0.4 -0.6 -0.1
H -0.565702 0.090442 -3.929659 0.2 0.0 0.0
H 0.772520 1.218961 -3.969170 -0.1 0.0 0.1
H 1.617167 -1.093425 -4.235484 0.0 0.0 0.1
H 2.203309 -0.420902 -2.710212 -0.1 0.0 -0.1
H -0.272188 -2.214050 -3.038510 0.2 0.0 0.0
H 1.283116 -2.732910 -2.405525 -0.2 0.1 0.1
H 1.116945 -1.343048 -0.445340 -0.3 0.2 -0.2
H -0.424989 -2.216646 -0.643573 0.3 0.4 0.0
```
Positions in Å, forces in eV/Å.